# 1
DFT (ωB97M-V with the def2-TZVPD basis set) results for C4H11P in the gas phase at a distorted geometry.

```
16
Properties=species:S:1:pos:R:3:lowdin_charge:R:1
C 2.18157 -1.27872 0.05526 -0.19
C -2.08460 -0.12920 0.26961 -0.20
C 0.88184 1.54475 -0.36101 -0.26
C -0.78759 -0.71788 -0.32383 -0.38
P 0.91851 -0.17334 0.33205 0.73
H 1.94049 -2.30869 0.29574 0.01
H 3.13804 -0.89737 -0.29915 0.02
H -2.11296 0.09480 1.37209 0.05
H -2.41059 0.92794 -0.11137 0.09
H -2.92540 -0.58830 -0.15172 0.03
H 1.92876 1.82722 -0.66516 0.06
H 0.21685 1.49287 -1.13873 -0.02
H 0.51749 2.19276 0.45051 0.02
H -0.91467 -0.25556 -1.29977 0.05
H -0.92049 -1.82743 -0.37250 0.08
H 0.43275 0.09616 1.94799 -0.09
```

Results
**HOMO (spin up / spin down)**: -3.550 / -10.629 eV
**2S+1**: 3
**<S²>**: 2.007
**F_max**: 4.6 eV/A
**Charge**: 0
**Total energy**: -500.09858 a.u.
**Relative energy (zero: lowest compared OMol25 entry of this formula, charge and spin)**: 0.101 eV


# 2
DFT (ωB97M-V with the def2-TZVPD basis set) results for 7 unconnected molecules or ions with the total composition C26H56BNO19PS2.

```
106
Properties=species:S:1:pos:R:3:lowdin_charge:R:1
C -1.76672 1.87192 8.25299 -0.11
C -0.40039 2.27926 7.67226 -0.16
B -0.59696 3.19990 6.41661 -0.50
O -1.41294 2.89608 5.36288 0.10
S 0.33861 4.84079 6.40765 0.54
O -0.03576 5.48376 7.66146 -0.34
O 1.75543 4.53261 6.24261 -0.35
N -0.26034 5.58511 5.12343 -0.42
S -0.61845 7.14076 5.03185 0.36
O 0.50562 8.03588 5.24635 -0.39
O -1.87548 7.51297 5.66209 -0.40
P -1.04911 7.03225 2.90316 0.75
O 0.29590 6.20379 2.52087 -0.36
O -2.21192 5.88064 3.02680 -0.36
H -2.34762 2.75665 8.52029 0.08
H -2.33730 1.26506 7.54828 0.07
H -1.64076 1.28402 9.16491 0.06
H 0.18037 1.39799 7.38478 0.10
H 0.14587 2.83567 8.43611 0.09
H -2.34942 3.06809 5.56009 0.06
H 0.45865 5.50801 3.19107 0.03
H -1.83860 5.03961 3.33896 0.04
O 0.84595 -0.49129 5.10470 0.09
C 1.61665 0.03001 4.33936 -0.52
O 1.65945 1.36277 4.25701 0.01
C 2.63631 2.07267 3.48235 -0.21
C 2.24187 2.12248 2.02349 -0.06
C 2.48252 -0.80089 3.41405 0.01
H 3.62869 1.64183 3.63007 0.11
H 2.65160 3.06751 3.92535 0.12
H 2.19399 1.12963 1.58350 0.03
H 2.96013 2.71042 1.45077 0.09
H 1.25678 2.58231 1.92825 0.09
H 1.88032 -1.10936 2.55936 0.09
H 2.80170 -1.68366 3.96376 0.08
H 3.37325 -0.29477 3.05418 0.07
O 2.47112 0.29033 -0.59228 0.09
C 1.36983 0.28300 -1.07010 -0.52
O 0.35274 -0.15228 -0.29989 0.00
C -1.01744 -0.09628 -0.71274 -0.23
C -1.39754 -1.27699 -1.58154 -0.06
C 1.11473 0.68784 -2.50113 0.02
H -1.23175 0.85896 -1.19405 0.11
H -1.57778 -0.11379 0.22056 0.13
H -0.82859 -1.29805 -2.51137 0.07
H -2.45921 -1.23338 -1.82828 0.08
H -1.19964 -2.20983 -1.05423 0.08
H 1.35828 -0.15890 -3.14443 0.08
H 1.77878 1.51540 -2.73892 0.09
H 0.09729 1.00572 -2.71064 0.07
O 1.26726 -4.48784 -3.67930 0.10
C 1.97990 -4.03293 -4.53020 -0.53
O 2.07445 -2.69081 -4.63707 -0.01
C 2.98792 -2.03771 -5.52733 -0.23
C 2.44335 -1.95172 -6.93715 -0.06
C 2.71495 -4.91398 -5.51361 0.01
H 3.97087 -2.50925 -5.49535 0.12
H 3.10211 -1.03759 -5.11171 0.12
H 2.29343 -2.93738 -7.37691 0.07
H 3.12902 -1.40061 -7.58099 0.08
H 1.47932 -1.44122 -6.93203 0.08
H 2.01337 -5.21022 -6.29324 0.10
H 3.03706 -5.80602 -4.98262 0.09
H 3.58009 -4.45160 -5.97935 0.07
O 4.03123 -2.10807 -10.72831 0.11
C 2.94927 -2.08886 -11.24546 -0.53
O 1.88858 -2.50612 -10.52128 -0.01
C 0.53589 -2.39723 -10.97833 -0.24
C 0.14037 -3.54170 -11.88734 -0.06
C 2.75739 -1.67194 -12.68485 0.01
H 0.36738 -1.42458 -11.44303 0.11
H -0.05695 -2.42149 -10.06534 0.12
H 0.73529 -3.55633 -12.80054 0.07
H -0.91049 -3.45449 -12.16476 0.08
H 0.28821 -4.49302 -11.37656 0.08
H 3.01865 -2.51825 -13.32003 0.10
H 3.45069 -0.86063 -12.89060 0.09
H 1.75214 -1.34417 -12.93259 0.07
O -4.16371 3.42444 5.24639 0.12
C -5.00077 3.40983 4.38787 -0.49
O -4.66874 2.91842 3.17851 0.01
C -5.61636 2.76761 2.12010 -0.24
C -5.82100 4.05550 1.34970 -0.06
C -6.37028 3.99812 4.62164 0.02
H -6.55539 2.36052 2.49898 0.11
H -5.17784 2.00765 1.47460 0.12
H -6.23543 4.84114 1.98089 0.07
H -6.50312 3.88962 0.51442 0.08
H -4.86818 4.41271 0.96002 0.09
H -6.28814 5.08002 4.51648 0.10
H -6.65558 3.77431 5.64620 0.09
H -7.14392 3.63255 3.95259 0.07
O -0.29083 -8.10966 3.46778 0.09
C 0.28458 -7.05603 3.41380 -0.53
O 0.45834 -6.35841 4.55161 0.00
C 1.24642 -5.15853 4.61124 -0.23
C 0.48158 -3.92957 4.17693 -0.05
C 0.75847 -6.48115 2.09752 0.01
H 2.16994 -5.28942 4.04444 0.11
H 1.52798 -5.07507 5.65949 0.12
H 0.16543 -3.99914 3.13480 0.07
H 1.09733 -3.03932 4.28847 0.05
H -0.41398 -3.80328 4.78421 0.09
H -0.09444 -6.01465 1.60508 0.10
H 1.10303 -7.30618 1.47942 0.09
H 1.55521 -5.74847 2.18000 0.07
```

Results
**HOMO**: -5.120 eV
**2S+1**: 1
**F_max**: 0.7 eV/A
**Charge**: -1
**Total energy**: -3671.34371 a.u.
**Relative energy (zero: lowest compared OMol25 entry of this formula, charge and spin)**: 0.000 eV